[1]
ORCA calculation (wB97M-V/def2-TZVPD) on a structure of composition C14H24GeN2OSe4TeTi.

The HOMO energy (alpha / beta) comes out at -4.1 / -4.1 eV. The spin multiplicity is 2. As for the max |F|: 0.88 eV/Å. Its expectation value of S² is 0.760. The total charge is -1. As for the energy above the lowest of the compared OMol25 structures with the same formula, charge and spin: 213.90 kJ/mol. The calculated total energy comes out at -368247.340 eV.

Atoms and positions in Å:
Ti1 0.3167 -0.1288 -0.0960
Se1 0.6898 -2.0722 -1.2446
Se2 -0.1084 -1.2941 2.3004
Te1 2.1205 -1.3493 3.2878
Se3 3.7499 -0.4221 1.7679
Se4 -4.1097 2.0075 0.9795
C1 -2.4399 1.3814 0.6868
N1 -1.3432 1.0286 0.4972
C2 -1.9059 5.2333 -3.5161
C3 -2.9437 4.2716 -2.9510
C4 -2.5690 2.8005 -3.1308
C5 -1.2707 2.4041 -2.4371
Ge1 -0.8875 0.4404 -2.3299
C6 0.1436 0.1010 -3.9992
C7 -0.4475 0.6474 -5.2947
C8 -1.8254 0.0823 -5.6355
C9 -1.8371 -1.4350 -5.7546
H1 -2.2323 6.2726 -3.4481
H2 -1.7073 5.0156 -4.5695
H3 -0.9580 5.1503 -2.9829
H4 -3.9087 4.4559 -3.4344
H5 -3.0949 4.4695 -1.8856
H6 -2.5159 2.5783 -4.2039
H7 -3.3801 2.1840 -2.7328
H8 -1.3012 2.7791 -1.4094
H9 -0.4082 2.8825 -2.9168
H10 -2.2802 -0.2347 -2.4432
H11 0.3145 -0.9754 -4.0697
H12 1.1412 0.5332 -3.8447
H13 0.2271 0.4257 -6.1334
H14 -0.5117 1.7400 -5.2439
H15 -2.1697 0.5296 -6.5739
H16 -2.5490 0.3807 -4.8717
H17 -1.0734 -1.7860 -6.4545
H18 -2.8023 -1.8008 -6.1090
H19 -1.6409 -1.9114 -4.7935
O1 1.7077 1.1470 -0.5556
N2 2.7404 1.1533 -1.3804
C10 3.0171 2.3265 -1.9875
C11 4.0844 2.4074 -2.8448
C12 4.8546 1.2691 -3.0668
C13 4.5390 0.0840 -2.4327
C14 3.4559 0.0316 -1.5731
H20 2.3304 3.1202 -1.7376
H21 4.2928 3.3481 -3.3311
H22 5.7007 1.3157 -3.7391
H23 5.1116 -0.8180 -2.5879
H24 3.0833 -0.8387 -1.0474

[2]
ORCA calculation (wB97M-V/def2-TZVPD) on a cluster of 2 separate species, C14H24N in total at a distorted geometry.

The HOMO energy comes out at -12.9 eV. As for the max |F|: 2.83 eV/Å. The total charge is +1. As for the energy above the lowest of the compared OMol25 structures with the same formula, charge and spin: 31.53 kJ/mol. The calculated total energy comes out at -16389.986 eV.

Atoms and positions in Å:
C1 1.9144 -0.1336 1.5712
C2 1.2229 -0.2706 0.2660
C3 0.5807 0.8052 -0.4465
C4 0.6607 0.7888 -1.8758
C5 1.3088 -0.3506 -2.6218
C6 0.1739 1.8581 -2.6093
C7 -0.3979 2.9832 -2.0002
C8 -0.9201 4.1056 -2.8523
C9 -0.4575 3.0060 -0.5978
C10 0.0007 1.9524 0.1877
C11 -0.1523 2.0650 1.6776
H1 2.6940 -0.9094 1.5873
H2 2.4059 0.8419 1.6735
H3 1.2213 -0.2994 2.4112
H4 1.7874 -0.9495 -0.3921
H5 1.2064 -0.1680 -3.6990
H6 2.3819 -0.4285 -2.3939
H7 0.8449 -1.3272 -2.4247
H8 0.2375 1.8305 -3.7019
H9 -1.4008 4.8872 -2.2524
H10 -0.0987 4.5748 -3.4134
H11 -1.6400 3.7372 -3.6003
H12 -0.8891 3.8701 -0.0959
H13 -0.8689 2.8678 1.8913
H14 -0.5553 1.1544 2.1410
H15 0.7878 2.3247 2.1873
C12 -2.2847 -2.6144 1.6572
C13 -0.9220 -3.0905 1.2111
C14 -0.1314 -3.8913 2.2195
N1 -0.0595 -1.9325 0.7998
H16 -2.9313 -3.4745 1.8609
H17 -2.2313 -2.0074 2.5694
H18 -2.7973 -2.0315 0.8877
H19 -1.0617 -3.7141 0.3072
H20 -0.6391 -4.8347 2.4311
H21 0.8629 -4.1464 1.8409
H22 -0.0100 -3.3364 3.1576
H23 0.7363 -2.3614 0.3215
H24 -0.5797 -1.3807 0.1194

[3]
ORCA calculation (wB97M-V/def2-TZVPD) on a structure of composition C14H24N4O2PdSi.

The HOMO energy (alpha / beta) comes out at 0.9 / 1.1 eV. As for the max |F|: 0.47 eV/Å. The total charge is -2. As for the energy above the lowest of the compared OMol25 structures with the same formula, charge and spin: 0.00 kJ/mol. The calculated total energy comes out at -36316.452 eV.

Atoms and positions in Å:
Pd1 0.1588 0.0158 -0.1773
C1 -4.1302 -0.4518 0.2828
C2 -2.6728 -0.1871 0.5454
N1 -1.9267 0.5246 -0.3262
O1 -2.5787 0.6016 -1.5948
C3 -2.0052 -0.6769 1.6715
C4 -2.7094 -0.9175 2.9822
N2 -0.6865 -0.8997 1.5509
O2 -0.0765 -1.0351 2.8070
H1 -4.2565 -0.8285 -0.7338
H2 -4.7426 0.4594 0.3601
H3 -4.5227 -1.1934 0.9792
H4 -1.8159 0.8358 -2.1421
H5 -3.6923 -0.4423 2.9855
H6 -2.1140 -0.4963 3.7928
H7 -2.8353 -1.9875 3.1998
C5 4.2470 -2.0670 3.0532
C6 3.7496 -1.2378 1.9077
C7 4.4773 -0.6842 0.8502
C8 3.5127 -0.0230 0.0802
N3 2.3121 -0.1774 0.6506
N4 2.4615 -0.9245 1.7725
C9 3.7146 0.7683 -1.1738
H8 5.3380 -2.1105 3.0374
H9 3.8695 -3.0927 3.0033
H10 3.9323 -1.6502 4.0138
H11 5.5443 -0.7399 0.6781
H12 0.8822 -1.0714 2.5458
H13 4.7630 1.0635 -1.2666
H14 3.0845 1.6583 -1.1685
H15 3.4263 0.1971 -2.0589
C10 2.0237 0.9052 -5.9478
Si1 1.3386 2.0636 -4.6157
C11 2.7479 3.2611 -4.2176
C12 0.0575 3.1414 -5.5019
C13 0.7413 1.1955 -3.1893
C14 0.5307 0.5759 -2.1367
H16 2.3536 1.4572 -6.8355
H17 1.2682 0.1755 -6.2578
H18 2.8779 0.3440 -5.5546
H19 3.1111 3.7788 -5.1126
H20 3.5903 2.7343 -3.7555
H21 2.4066 4.0157 -3.4998
H22 0.4880 3.5842 -6.4073
H23 -0.2702 3.9560 -4.8463
H24 -0.8326 2.5704 -5.7888

[4]
ORCA calculation (wB97M-V/def2-TZVPD) on a cluster of 4 separate species, C14H24O10S in total at a distorted geometry.

The HOMO energy comes out at -9.6 eV. As for the max |F|: 5.71 eV/Å. As for the energy above the lowest of the compared OMol25 structures with the same formula, charge and spin: 296.69 kJ/mol. The calculated total energy comes out at -46214.050 eV.

Atoms and positions in Å:
C1 2.9523 0.4086 6.8619
C2 2.7146 -0.7259 5.7791
C3 3.5256 -0.4052 4.5209
O1 4.1103 -1.6507 4.4044
C4 3.9893 -2.4457 5.4900
O2 4.5255 -3.5585 5.5330
O3 3.2372 -1.8683 6.3492
H1 3.9486 0.4935 7.2957
H2 2.1748 0.3132 7.6199
H3 2.9325 1.3898 6.3876
H4 1.7071 -0.8380 5.3784
H5 4.1395 0.4906 4.6149
H6 2.8829 -0.2958 3.6474
C5 1.7029 -3.0423 -0.1698
C6 2.5101 -2.7099 -1.4223
C7 3.7635 -1.8715 -1.0403
O4 4.6744 -2.3221 -2.1117
C8 4.3491 -3.5420 -2.5619
O5 5.0113 -4.1915 -3.3885
O6 3.1515 -3.8876 -1.9608
H7 1.4379 -2.1876 0.4526
H8 2.2639 -3.6387 0.5497
H9 0.7189 -3.4666 -0.3695
H10 1.9630 -2.0606 -2.1058
H11 4.3036 -2.0472 -0.1100
H12 3.5646 -0.8091 -1.1814
C9 -2.8741 1.1140 -5.6483
C10 -3.5858 2.5391 -5.8444
C11 -2.9044 3.5822 -5.0908
O7 -2.7822 4.7279 -5.8867
C12 -3.0975 4.4082 -7.1313
O8 -2.9107 5.1408 -8.0633
O9 -3.5791 3.0886 -7.1313
H13 -2.7824 0.8165 -4.6037
H14 -1.8291 1.1010 -5.9580
H15 -3.5292 0.4307 -6.1887
H16 -4.5336 2.2337 -5.4010
H17 -1.9681 3.0984 -4.8125
H18 -3.3819 3.8408 -4.1457
C13 -5.6550 0.8274 1.7327
S1 -4.1720 -0.2826 1.7588
O10 -4.1889 -0.7955 0.3355
C14 -2.8664 1.0742 2.0038
H19 -6.5716 0.2418 1.6616
H20 -5.6681 1.7462 1.1465
H21 -5.6242 1.3465 2.6906
H22 -2.8401 1.6452 1.0757
H23 -1.8652 0.7259 2.2575
H24 -3.0451 1.8181 2.7802

[5]
ORCA calculation (wB97M-V/def2-TZVPD) on a structure of composition C14H24O2PPdS2.

The HOMO energy (alpha / beta) comes out at -6.9 / -7.7 eV. The spin multiplicity is 2. As for the max |F|: 0.35 eV/Å. Its expectation value of S² is 0.755. As for the energy above the lowest of the compared OMol25 structures with the same formula, charge and spin: 0.00 kJ/mol. The calculated total energy comes out at -53444.713 eV.

Atoms and positions in Å:
Pd1 0.4098 -0.0284 0.8285
C1 0.5178 -4.9255 0.6939
C2 0.1626 -3.5408 0.1457
C3 -1.3280 -3.4462 -0.1631
C4 0.6372 -2.4762 1.1060
C5 1.9279 -1.9311 0.9930
C6 2.4381 -1.0652 1.9700
C7 1.6653 -0.6473 3.0620
C8 2.2138 0.2738 4.1110
C9 0.3408 -1.0926 3.1086
C10 -0.1571 -2.0129 2.1697
H1 0.2253 -5.7054 -0.0110
H2 -0.0128 -5.1052 1.6319
H3 1.5863 -5.0230 0.8884
H4 0.7143 -3.3854 -0.7864
H5 -1.9313 -3.7510 0.6950
H6 -1.5839 -4.1154 -0.9855
H7 -1.6200 -2.4317 -0.4393
H8 2.5607 -2.2384 0.1698
H9 3.4599 -0.7201 1.8728
H10 1.8326 1.2875 3.9757
H11 3.3010 0.3214 4.0619
H12 1.9355 -0.0604 5.1106
H13 -0.3085 -0.7477 3.9037
H14 -1.1653 -2.3865 2.2836
C11 0.2105 5.5503 -1.1552
C12 -0.3932 4.3958 -1.9182
O1 -1.1034 3.5370 -1.0016
P1 -0.5788 2.0441 -0.7557
S1 1.3560 1.9479 -0.3582
S2 -1.7304 1.2249 0.6260
O2 -0.7722 1.3433 -2.1865
C13 -2.0917 1.2222 -2.7465
C14 -1.9748 1.3187 -4.2482
H15 0.6608 6.2661 -1.8447
H16 0.9788 5.1893 -0.4722
H17 -0.5570 6.0635 -0.5763
H18 0.3741 3.8222 -2.4431
H19 -1.1250 4.7340 -2.6536
H20 -2.7394 2.0042 -2.3435
H21 -2.4983 0.2588 -2.4328
H22 -1.5601 2.2839 -4.5404
H23 -2.9558 1.2122 -4.7132
H24 -1.3223 0.5352 -4.6327

What did the second record say?
ORCA calculation (wB97M-V/def2-TZVPD) on a cluster of 2 separate species, C14H24N in total at a distorted geometry.

The HOMO energy comes out at -12.9 eV. As for the max |F|: 2.83 eV/Å. The total charge is +1. As for the energy above the lowest of the compared OMol25 structures with the same formula, charge and spin: 31.53 kJ/mol. The calculated total energy comes out at -16389.986 eV.

Atoms and positions in Å:
C1 1.9144 -0.1336 1.5712
C2 1.2229 -0.2706 0.2660
C3 0.5807 0.8052 -0.4465
C4 0.6607 0.7888 -1.8758
C5 1.3088 -0.3506 -2.6218
C6 0.1739 1.8581 -2.6093
C7 -0.3979 2.9832 -2.0002
C8 -0.9201 4.1056 -2.8523
C9 -0.4575 3.0060 -0.5978
C10 0.0007 1.9524 0.1877
C11 -0.1523 2.0650 1.6776
H1 2.6940 -0.9094 1.5873
H2 2.4059 0.8419 1.6735
H3 1.2213 -0.2994 2.4112
H4 1.7874 -0.9495 -0.3921
H5 1.2064 -0.1680 -3.6990
H6 2.3819 -0.4285 -2.3939
H7 0.8449 -1.3272 -2.4247
H8 0.2375 1.8305 -3.7019
H9 -1.4008 4.8872 -2.2524
H10 -0.0987 4.5748 -3.4134
H11 -1.6400 3.7372 -3.6003
H12 -0.8891 3.8701 -0.0959
H13 -0.8689 2.8678 1.8913
H14 -0.5553 1.1544 2.1410
H15 0.7878 2.3247 2.1873
C12 -2.2847 -2.6144 1.6572
C13 -0.9220 -3.0905 1.2111
C14 -0.1314 -3.8913 2.2195
N1 -0.0595 -1.9325 0.7998
H16 -2.9313 -3.4745 1.8609
H17 -2.2313 -2.0074 2.5694
H18 -2.7973 -2.0315 0.8877
H19 -1.0617 -3.7141 0.3072
H20 -0.6391 -4.8347 2.4311
H21 0.8629 -4.1464 1.8409
H22 -0.0100 -3.3364 3.1576
H23 0.7363 -2.3614 0.3215
H24 -0.5797 -1.3807 0.1194

Q: Which of these has the lowest calculated total energy?
A: C14H24GeN2OSe4TeTi

Q: Among the records above, which one has the highest max |F|?
A: C14H24O10S